[1]
The following is a DFT calculation (ωB97M-V with the def2-TZVPD basis set) of the molecule C16H14N2OS at a distorted geometry.

Geometry as XYZ:
```
34
Properties=species:S:1:pos:R:3:mulliken_charge:R:1
C -5.37 -2.87 -0.09 -1.4655
C -5.02 -1.42 0.02 0.8714
C -3.71 -0.99 -0.14 -0.4569
C -3.39 0.36 -0.02 0.2461
C -4.39 1.29 0.27 -0.7926
C -5.69 0.86 0.43 -0.6037
C -6.00 -0.48 0.31 -0.4727
H -7.03 -0.80 0.44 0.4136
H -6.47 1.58 0.65 0.3940
H -4.12 2.33 0.36 0.4859
C -2.02 0.78 -0.20 0.3529
N -1.60 2.02 -0.09 -0.4457
O -0.27 1.97 -0.33 -0.1302
C 0.03 0.69 -0.57 0.2459
N -1.00 -0.09 -0.50 -0.4411
C 1.43 0.29 -0.85 -0.4946
H 1.95 1.10 -1.38 0.4140
H 1.43 -0.64 -1.41 0.3964
S 2.27 0.03 0.76 -0.1352
C 3.96 -0.23 0.29 0.9999
C 4.89 -0.25 1.33 -0.6498
C 6.22 -0.45 1.06 -0.4417
C 6.66 -0.63 -0.24 -0.5309
C 5.74 -0.61 -1.28 -0.5619
C 4.39 -0.41 -1.02 -0.4821
H 3.69 -0.41 -1.84 0.3109
H 6.06 -0.75 -2.29 0.3617
H 7.70 -0.79 -0.45 0.3659
H 6.93 -0.47 1.88 0.3677
H 4.54 -0.10 2.34 0.3498
H -2.93 -1.69 -0.37 0.5026
H -5.55 -3.29 0.90 0.2948
H -4.57 -3.43 -0.56 0.3670
H -6.29 -3.01 -0.67 0.3640
```

ΔE to the lowest compared entry with this formula, charge and spin, eV: 1.882
Multiplicity: 1
Total charge: 0
SMILES string: Cc1cccc(-c2noc(CSc3ccccc3)n2)c1



[2]
The following is a DFT calculation (ωB97M-V with the def2-TZVPD basis set) of the molecule C4H7NO2 at a distorted geometry.

Geometry as XYZ:
```
14
Properties=species:S:1:pos:R:3:mulliken_charge:R:1
C 1.13 0.60 0.07 -0.5769
C -0.35 1.27 0.23 -0.6197
C -1.36 0.14 0.25 -0.3046
C -0.62 -0.99 -0.26 0.3536
H 1.15 -2.49 -0.62 0.3769
H 1.83 1.11 -0.57 0.3048
H 1.61 0.56 1.08 0.2725
H -0.28 1.91 1.10 0.3608
H -0.58 1.96 -0.57 0.2561
H -2.26 0.32 -0.27 0.3218
H -1.59 -0.04 1.29 0.2149
N 0.70 -0.65 -0.47 0.1947
O 1.65 -1.58 -0.74 -0.4571
O -1.04 -2.11 -0.54 -0.6978
```

ΔE to the lowest compared entry with this formula, charge and spin, eV: 2.289
Multiplicity: 1
Total charge: 0
SMILES string: O=C1CCCN1O



[3]
The following is a DFT calculation (ωB97M-V with the def2-TZVPD basis set) of a structure of composition C50H44BrCl3N4O5ReS2SiTe.

Geometry as XYZ:
```
112
Properties=species:S:1:pos:R:3:mulliken_charge:R:1
Re -0.67 -0.53 1.22 1.4996
C -0.70 -5.06 1.07 -1.3924
Si -1.69 -3.61 0.42 1.0326
C -3.15 -3.35 1.55 -0.3656
C -2.37 -3.99 -1.30 -1.6034
N -0.49 -2.24 0.35 0.1139
C 0.73 -2.54 -0.30 -0.4132
C 0.86 -3.44 -1.36 -0.1627
C 2.10 -3.76 -1.88 -1.1939
C 3.25 -3.17 -1.39 -1.0749
C 3.16 -2.23 -0.38 -0.8806
C 1.91 -1.93 0.15 1.0694
O 1.75 -0.99 1.14 1.1555
C 2.84 -0.88 2.04 -0.2190
C 2.99 -1.86 3.00 -0.3367
C 4.06 -1.77 3.87 -0.9130
C 4.95 -0.71 3.78 -0.7336
C 4.79 0.25 2.79 -0.6705
C 3.73 0.17 1.90 -0.4628
H -1.35 -5.93 1.15 0.4301
H -0.33 -4.84 2.08 0.2288
H 0.15 -5.33 0.45 0.4033
H -3.42 -4.33 1.95 0.5473
H -4.00 -2.94 1.02 0.3096
H -2.95 -2.70 2.40 -0.4966
H -3.44 -4.16 -1.23 0.5120
H -1.93 -4.89 -1.73 0.5032
H -2.22 -3.18 -2.01 0.3582
H -0.02 -3.91 -1.76 0.1751
H 2.16 -4.48 -2.69 0.4775
H 4.22 -3.42 -1.80 0.4371
H 4.04 -1.75 0.03 0.5995
H 2.27 -2.67 3.06 0.5884
H 4.18 -2.52 4.64 0.4351
H 5.77 -0.63 4.47 0.4173
H 5.47 1.08 2.72 0.4687
H 3.59 0.91 1.13 0.4774
Te -0.37 -0.95 3.81 -0.1957
C -2.08 -1.92 4.60 -0.0511
C -3.19 -1.23 5.07 -0.0901
C -4.29 -1.92 5.57 -0.5878
C -4.27 -3.31 5.63 -0.4929
C -3.14 -4.00 5.20 -0.5346
C -2.06 -3.31 4.69 -0.3136
H -3.21 -0.15 5.05 0.4376
H -5.15 -1.38 5.92 0.4017
H -5.12 -3.84 6.02 0.3944
H -3.11 -5.08 5.26 0.4308
H -1.18 -3.85 4.35 0.3327
Br -7.34 -0.10 0.17 -0.2167
C -5.48 -0.23 0.48 -0.3768
C -4.96 0.17 1.70 -0.7096
C -3.59 0.07 1.93 -0.5607
C -2.71 -0.42 0.96 0.8652
C -3.28 -0.77 -0.27 -0.1459
C -4.65 -0.69 -0.52 -0.9615
H -5.62 0.55 2.47 0.4481
H -3.20 0.40 2.88 0.5511
H -2.64 -1.13 -1.07 0.5869
H -5.05 -0.99 -1.47 0.4906
O 2.79 3.23 3.68 -0.6939
S 2.09 3.34 2.44 1.0406
O 2.85 3.65 1.26 -0.6928
N 1.19 2.00 2.14 0.2942
C -0.07 2.31 2.04 -0.0676
O -0.97 1.49 1.69 0.3714
C -0.42 3.73 2.31 -0.2509
C -1.67 4.33 2.33 -0.4913
C -1.72 5.69 2.62 -0.7285
C -0.57 6.41 2.89 -0.5707
C 0.69 5.80 2.87 -0.7503
C 0.72 4.46 2.57 0.1112
H -2.56 3.76 2.12 0.6050
H -2.68 6.20 2.64 0.4343
H -0.64 7.47 3.12 0.4013
H 1.59 6.36 3.08 0.4929
Cl -1.34 1.88 -8.01 -0.2233
C -0.35 2.27 -6.64 0.1364
C -0.39 1.47 -5.52 -1.4501
C 0.42 1.78 -4.44 0.6420
C 1.29 2.88 -4.45 -0.5418
C 2.28 3.19 -3.35 -0.2316
C 1.82 3.18 -1.87 -1.2539
N 0.69 2.34 -1.47 0.8531
C -0.65 2.64 -1.63 -1.6566
C -1.33 1.57 -1.16 -0.7926
N -0.44 0.62 -0.70 0.5641
C 0.76 1.14 -0.90 -0.4564
O 3.52 2.50 -3.53 -0.4606
C 3.54 1.10 -3.34 0.3678
C 2.89 0.29 -4.42 -1.1014
C 3.06 0.45 -5.76 1.0582
Cl 4.05 1.60 -6.55 -0.1678
S 2.14 -0.66 -6.69 -0.2192
C 1.51 -1.38 -5.27 -0.6892
C 1.99 -0.78 -4.15 0.0927
C 1.29 3.65 -5.61 0.7344
Cl 2.34 5.03 -5.77 -0.2524
C 0.49 3.37 -6.70 -0.6833
H -1.03 0.60 -5.49 0.5114
H 0.40 1.12 -3.60 0.4336
H 2.59 4.22 -3.51 0.8399
H 1.56 4.19 -1.57 0.7233
H 2.66 2.89 -1.24 0.2018
H -0.97 3.56 -2.07 0.6384
H -2.39 1.43 -1.08 0.8304
H 1.69 0.68 -0.62 -0.3863
H 3.09 0.82 -2.38 -0.4656
H 4.61 0.84 -3.27 0.4399
H 0.81 -2.20 -5.34 0.5066
H 1.70 -1.08 -3.15 0.4605
H 0.53 3.99 -7.58 0.4697
```

ΔE to the lowest compared entry with this formula, charge and spin, eV: 0.511
Multiplicity: 2
Total charge: 0



[4]
The following is a DFT calculation (ωB97M-V with the def2-TZVPD basis set) of a cluster of 6 separate species, C7H19NO5 in total at a distorted geometry.

Geometry as XYZ:
```
32
Properties=species:S:1:pos:R:3:mulliken_charge:R:1
C 2.99 0.10 0.93 -1.1304
C 1.53 0.30 0.56 0.5385
C 1.05 1.08 -0.45 -1.2383
N -0.31 1.10 -0.38 0.4940
C -0.71 0.43 0.73 -1.4059
C 0.40 -0.10 1.33 0.3718
C -3.13 -0.19 0.63 -1.0414
C -2.13 0.53 1.10 -0.3420
H 3.36 -0.81 0.46 0.2693
H 3.57 1.00 0.79 0.3684
H 3.02 -0.06 2.01 0.2997
H 1.57 1.45 -1.32 0.5441
H -0.88 1.78 -0.87 0.3872
H 0.54 -0.86 2.07 0.6014
H -4.16 -0.01 0.94 0.3314
H -3.06 -1.12 0.07 0.5188
H -2.45 1.32 1.77 0.1634
H -0.30 -4.17 0.65 0.3609
H -0.68 -3.70 2.07 0.3211
O -0.02 -4.20 1.57 -0.7434
H -1.85 2.15 -2.93 0.3117
H -0.61 1.54 -3.61 0.3091
O -0.88 2.17 -2.88 -0.9298
H -0.56 -0.55 -4.36 0.4896
H 0.70 0.24 -4.62 0.4837
O -0.28 0.32 -4.71 -1.2155
H 1.56 -3.20 0.73 0.3730
H 2.29 -2.29 -0.26 0.2544
O 1.75 -3.10 -0.21 -0.7035
H -1.16 2.35 2.38 0.2467
H -0.30 3.23 3.29 0.3192
O -0.87 3.27 2.51 -0.6072
```

Multiplicity: 2
Total charge: -1
Calculated total energy, Ha: -709.0104



[5]
The following is a DFT calculation (ωB97M-V with the def2-TZVPD basis set) of a cluster of 2 separate species, C2H8N2S in total at a distorted geometry.

Geometry as XYZ:
```
13
Properties=species:S:1:pos:R:3:mulliken_charge:R:1
C 1.07 -1.26 -0.59 -0.5961
S 1.02 -1.44 -2.43 -0.1859
H 1.36 -0.23 -0.45 0.1253
H 1.80 -2.00 -0.22 0.3432
H 0.08 -1.39 -0.13 0.2193
N -0.68 1.13 0.94 -0.2618
C -0.99 1.89 1.98 0.2313
N -1.73 1.44 2.99 -0.3431
H -0.12 1.56 0.21 0.3225
H -1.41 0.48 0.68 0.2951
H -0.77 2.95 1.90 0.3351
H -1.60 2.06 3.79 0.3438
H 0.11 -2.60 -2.64 0.1713
```

ΔE to the lowest compared entry with this formula, charge and spin, eV: 2.786
Multiplicity: 2
Total charge: +1